1.
The following is a DFT calculation (wB97M-V/def2-TZVPD) of a cluster of 8 separate species, H16O8 in total in a non-equilibrium geometry.

Each line ends with the natural charge from an NBO analysis.
CARTESIAN COORDINATES (ANGSTROEM)
O: 0.161 -1.290 0.207  -0.9536
H: -0.685 -1.173 0.540  0.4789
H: 0.013 -0.958 -0.622  0.4720
O: 2.299 -1.631 1.944  -0.9583
H: 3.102 -1.033 1.963  0.4837
H: 2.008 -1.626 1.025  0.5023
O: 2.093 1.355 0.097  -0.9422
H: 1.371 0.763 0.217  0.4730
H: 2.015 1.929 0.852  0.4653
O: -0.212 1.310 -1.438  -0.9583
H: -1.028 0.767 -1.464  0.4910
H: -0.401 1.899 -0.719  0.4845
O: -2.248 -0.714 -1.697  -0.9724
H: -2.809 -1.277 -1.111  0.4886
H: -2.619 -0.893 -2.583  0.4966
O: -1.649 0.035 1.565  -0.9553
H: -1.673 0.991 1.689  0.4937
H: -2.159 -0.352 2.225  0.4905
O: 0.005 0.695 -3.874  -0.9803
H: -0.166 0.720 -2.908  0.4821
H: 0.902 0.791 -4.091  0.4699
O: 0.593 0.164 3.044  -1.0051
H: -0.040 0.170 2.338  0.4560
H: 1.128 -0.641 2.802  0.4971

SMILES: O.O.O.O.O.O.O.O
Energy, eV: -16639.1972
Molar mass, g/mol: 144.1
Total charge: 0


2.
The following is a DFT calculation (wB97M-V/def2-TZVPD) of a cluster of 8 separate species, H16O8 in total in a non-equilibrium geometry.

Each line ends with the natural charge from an NBO analysis.
CARTESIAN COORDINATES (ANGSTROEM)
O: 1.695 -0.059 -2.503  -0.9723
H: 1.669 -0.971 -2.686  0.4879
H: 2.558 0.349 -2.688  0.4847
O: 1.952 -3.353 -1.601  -0.9464
H: 2.793 -3.261 -2.054  0.4551
H: 1.848 -2.556 -1.137  0.4782
O: -0.566 -0.193 -0.157  -1.0133
H: 0.158 -0.456 -0.715  0.4982
H: -0.619 0.784 -0.245  0.4930
O: -2.825 3.756 0.713  -0.9571
H: -2.011 3.244 0.670  0.4767
H: -3.391 3.054 1.061  0.4608
O: 1.922 -1.476 0.310  -0.9627
H: 2.140 -0.552 0.195  0.4808
H: 1.492 -1.628 1.143  0.4997
O: -0.669 2.481 -0.161  -0.9484
H: -0.523 3.016 -0.946  0.5054
H: 0.143 2.487 0.369  0.4972
O: -1.518 -2.433 1.202  -0.9539
H: -2.118 -2.165 1.900  0.4638
H: -1.521 -1.720 0.607  0.4841
O: -1.117 0.853 2.379  -0.9447
H: -0.461 0.298 2.815  0.4623
H: -1.031 0.503 1.528  0.4711

SMILES: O.O.O.O.O.O.O.O
Energy, eV: -16639.5815
Molar mass, g/mol: 144.1
Total charge: 0


3.
The following is a DFT calculation (wB97M-V/def2-TZVPD) of a cluster of 8 separate species, H16O8 in total in a non-equilibrium geometry.

Each line ends with the natural charge from an NBO analysis.
CARTESIAN COORDINATES (ANGSTROEM)
O: 0.012 -0.033 0.012  -0.9639
H: 0.438 -0.663 0.569  0.4844
H: -0.973 -0.211 -0.146  0.4788
O: 2.177 -1.227 -3.341  -0.9142
H: 1.791 -2.009 -2.986  0.4559
H: 3.048 -1.397 -3.375  0.4587
O: 2.653 2.038 -2.722  -0.9469
H: 3.182 2.742 -2.472  0.4635
H: 2.097 1.689 -1.982  0.4830
O: -4.524 -0.655 2.111  -0.9076
H: -3.953 0.063 2.146  0.4632
H: -4.202 -1.087 1.285  0.4449
O: 4.067 0.338 2.863  -0.9454
H: 4.010 -0.589 3.268  0.4710
H: 4.995 0.616 2.960  0.4746
O: -3.068 -2.254 -0.873  -0.9208
H: -2.454 -2.016 -1.488  0.4671
H: -3.468 -1.475 -0.527  0.4540
O: -0.118 2.914 -1.954  -0.9333
H: -1.103 3.030 -2.246  0.4638
H: -0.228 2.176 -1.310  0.4689
O: -1.351 -0.914 3.800  -0.9536
H: -0.519 -0.608 3.419  0.4729
H: -1.441 -1.910 3.709  0.4810

SMILES: O.O.O.O.O.O.O.O
Energy, eV: -16637.9721
Molar mass, g/mol: 144.1
Total charge: 0


4.
The following is a DFT calculation (wB97M-V/def2-TZVPD) of a cluster of 8 separate species, H16O8 in total in a non-equilibrium geometry.

Each line ends with the natural charge from an NBO analysis.
CARTESIAN COORDINATES (ANGSTROEM)
O: -0.411 0.626 -0.190  -0.8135
H: -0.621 1.306 0.498  0.5541
H: -0.423 -0.254 0.240  0.5531
H: 0.458 0.692 -0.543  0.5486
O: 2.073 1.075 -1.230  -1.2723
H: 2.387 0.169 -1.338  0.4185
O: 0.139 -1.188 1.798  -0.9183
H: 0.749 -1.904 1.798  0.4818
H: -0.584 -1.552 2.058  0.4609
O: 0.233 -2.397 -0.943  -0.9581
H: 1.156 -2.358 -1.065  0.4778
H: -0.020 -3.030 -1.691  0.4816
O: 1.874 2.516 0.949  -0.9883
H: 2.075 1.889 0.292  0.5062
H: 1.861 2.063 1.829  0.4465
O: -2.429 -1.641 0.560  -0.9730
H: -2.035 -2.420 0.318  0.4815
H: -3.403 -1.593 0.337  0.4939
O: -1.309 2.136 1.753  -0.9602
H: -1.629 1.534 2.476  0.4918
H: -1.556 3.057 2.041  0.5110
O: 0.633 0.163 -3.592  -0.9782
H: -0.278 0.485 -3.501  0.4499
H: 1.058 0.619 -2.857  0.5046

Energy, eV: -16637.4927
Molar mass, g/mol: 144.1
Total charge: 0


5.
The following is a DFT calculation (wB97M-V/def2-TZVPD) of a cluster of 8 separate species, H16O8 in total.

Each line ends with the natural charge from an NBO analysis.
CARTESIAN COORDINATES (ANGSTROEM)
O: -0.443 0.152 0.145  -0.9452
H: -1.155 0.546 -0.372  0.4784
H: 0.347 0.620 -0.148  0.4665
O: 1.951 -3.822 0.863  -0.9428
H: 1.160 -3.270 0.856  0.4705
H: 2.031 -4.105 1.781  0.4726
O: 0.027 4.506 -0.352  -0.9288
H: 0.644 4.173 0.310  0.4677
H: -0.313 3.710 -0.776  0.4613
O: 4.904 -1.316 -0.051  -0.9295
H: 4.096 -1.805 0.138  0.4789
H: 4.610 -0.578 -0.597  0.4486
O: -2.996 -2.714 -0.993  -0.9523
H: -3.197 -1.833 -0.657  0.4797
H: -2.034 -2.729 -1.049  0.4706
O: 4.387 2.121 -0.575  -0.9228
H: 3.724 1.463 -0.336  0.4570
H: 5.058 1.616 -1.048  0.4676
O: -4.380 -0.280 -1.294  -0.9624
H: -4.615 -1.099 -1.745  0.4822
H: -5.028 0.358 -1.614  0.4824
O: -3.344 1.439 2.247  -0.9383
H: -2.783 0.662 2.147  0.4702
H: -3.394 1.572 3.200  0.4681

SMILES: O.O.O.O.O.O.O.O
Energy, eV: -16639.1726
Molar mass, g/mol: 144.1
Total charge: 0


6.
The following is a DFT calculation (wB97M-V/def2-TZVPD) of a cluster of 8 separate species, H16O8 in total in a non-equilibrium geometry.

Each line ends with the natural charge from an NBO analysis.
CARTESIAN COORDINATES (ANGSTROEM)
O: 0.633 -0.034 0.645  -0.9317
H: 0.940 0.784 0.237  0.4375
H: 0.091 -0.447 -0.037  0.4713
O: 1.045 0.048 2.392  -0.8955
H: 0.898 0.997 2.317  0.4582
H: 1.692 -0.034 3.102  0.4317
O: 4.078 3.433 -0.706  -0.9338
H: 3.617 3.034 0.041  0.4648
H: 4.170 4.359 -0.456  0.4692
O: -4.067 2.879 -0.538  -0.9388
H: -3.338 2.319 -0.247  0.4776
H: -3.680 3.429 -1.228  0.4587
O: -0.730 -1.505 -1.163  -0.9336
H: -0.039 -1.091 -1.692  0.4735
H: -0.453 -2.426 -1.095  0.4875
O: -0.418 -2.445 1.098  -0.9324
H: 0.203 -3.119 0.801  0.4566
H: -0.591 -2.673 2.018  0.4764
O: -3.763 0.059 -0.337  -0.9490
H: -3.936 -0.155 0.587  0.4677
H: -2.924 -0.375 -0.526  0.4834
O: 1.994 -2.316 -2.079  -0.9510
H: 2.124 -1.634 -1.410  0.4776
H: 2.452 -3.085 -1.723  0.4742

SMILES: O.O.O.O.O.O.O.O
Energy, eV: -16636.4448
Molar mass, g/mol: 144.1
Total charge: 0


Copy entry 5 word for word.
The following is a DFT calculation (wB97M-V/def2-TZVPD) of a cluster of 8 separate species, H16O8 in total.

Each line ends with the natural charge from an NBO analysis.
CARTESIAN COORDINATES (ANGSTROEM)
O: -0.443 0.152 0.145  -0.9452
H: -1.155 0.546 -0.372  0.4784
H: 0.347 0.620 -0.148  0.4665
O: 1.951 -3.822 0.863  -0.9428
H: 1.160 -3.270 0.856  0.4705
H: 2.031 -4.105 1.781  0.4726
O: 0.027 4.506 -0.352  -0.9288
H: 0.644 4.173 0.310  0.4677
H: -0.313 3.710 -0.776  0.4613
O: 4.904 -1.316 -0.051  -0.9295
H: 4.096 -1.805 0.138  0.4789
H: 4.610 -0.578 -0.597  0.4486
O: -2.996 -2.714 -0.993  -0.9523
H: -3.197 -1.833 -0.657  0.4797
H: -2.034 -2.729 -1.049  0.4706
O: 4.387 2.121 -0.575  -0.9228
H: 3.724 1.463 -0.336  0.4570
H: 5.058 1.616 -1.048  0.4676
O: -4.380 -0.280 -1.294  -0.9624
H: -4.615 -1.099 -1.745  0.4822
H: -5.028 0.358 -1.614  0.4824
O: -3.344 1.439 2.247  -0.9383
H: -2.783 0.662 2.147  0.4702
H: -3.394 1.572 3.200  0.4681

SMILES: O.O.O.O.O.O.O.O
Energy, eV: -16639.1726
Molar mass, g/mol: 144.1
Total charge: 0


Please write out number 6 again, unchanged.
The following is a DFT calculation (wB97M-V/def2-TZVPD) of a cluster of 8 separate species, H16O8 in total in a non-equilibrium geometry.

Each line ends with the natural charge from an NBO analysis.
CARTESIAN COORDINATES (ANGSTROEM)
O: 0.633 -0.034 0.645  -0.9317
H: 0.940 0.784 0.237  0.4375
H: 0.091 -0.447 -0.037  0.4713
O: 1.045 0.048 2.392  -0.8955
H: 0.898 0.997 2.317  0.4582
H: 1.692 -0.034 3.102  0.4317
O: 4.078 3.433 -0.706  -0.9338
H: 3.617 3.034 0.041  0.4648
H: 4.170 4.359 -0.456  0.4692
O: -4.067 2.879 -0.538  -0.9388
H: -3.338 2.319 -0.247  0.4776
H: -3.680 3.429 -1.228  0.4587
O: -0.730 -1.505 -1.163  -0.9336
H: -0.039 -1.091 -1.692  0.4735
H: -0.453 -2.426 -1.095  0.4875
O: -0.418 -2.445 1.098  -0.9324
H: 0.203 -3.119 0.801  0.4566
H: -0.591 -2.673 2.018  0.4764
O: -3.763 0.059 -0.337  -0.9490
H: -3.936 -0.155 0.587  0.4677
H: -2.924 -0.375 -0.526  0.4834
O: 1.994 -2.316 -2.079  -0.9510
H: 2.124 -1.634 -1.410  0.4776
H: 2.452 -3.085 -1.723  0.4742

SMILES: O.O.O.O.O.O.O.O
Energy, eV: -16636.4448
Molar mass, g/mol: 144.1
Total charge: 0


- Which value of molar mass does entry 4 give?
  144.1 g/mol